{"formula": "C16H28BNO7S2", "method": "ωB97M-V with the def2-TZVPD basis set", "smiles": "C#CB(COC(C)=O)N(C)C(C)=O.O=S1(=O)CCCC1.O=S1(=O)CCCC1", "e_lumo_ev": -0.3, "max_force_ev_per_a": 9.899, "e_homo_ha": -0.3449, "molar_mass_g_mol": 421.35, "relative_energy_kj_mol": 696.07, "symbols": ["H", "C", "H", "B", "C", "H", "C", "H", "C", "C", "C", "H", "H", "C", "C", "H", "C", "H", "C", "C", "H", "H", "H", "S", "O", "C", "H", "H", "H", "C", "O", "C", "C", "H", "H", "C", "H", "H", "H", "H", "O", "H", "H", "H", "O", "H", "H", "O", "O", "S", "H", "H", "N", "O", "H"], "positions_angstrom": [[1.829, 2.498, -1.921], [2.567, 3.111, -2.454], [-5.943, 0.674, -0.874], [-3.404, 1.874, 0.309], [-0.587, -2.158, 1.808], [-0.084, -2.493, 0.783], [-2.784, 3.884, -2.492], [1.928, -6.215, 1.390], [1.414, 3.059, -4.594], [2.089, 4.561, -2.506], [-2.132, 4.547, 1.193], [-3.968, -0.281, 1.147], [0.560, 2.455, -4.273], [2.523, -4.703, 4.566], [2.691, 2.617, -3.895], [-4.267, -0.331, -1.162], [3.000, -6.154, 4.618], [3.254, -7.732, 3.129], [-0.972, -0.546, 1.708], [-3.090, 2.305, -2.060], [3.948, -6.238, 5.158], [3.515, 3.026, -1.914], [3.995, -6.181, 2.700], [1.585, -4.540, 3.055], [-0.375, 0.265, 2.607], [1.848, -6.205, 2.478], [-1.574, -2.776, 1.988], [2.820, 1.532, -3.943], [-1.674, 4.156, -2.148], [-3.109, 0.539, 1.219], [0.182, -4.375, 3.380], [-2.805, 3.327, 0.884], [-4.863, 0.657, -1.358], [-3.479, 4.628, -1.869], [-1.736, 5.673, 1.159], [3.125, -6.647, 3.177], [0.994, -6.809, 2.798], [-5.055, 0.689, -2.537], [-2.931, 0.796, 2.368], [1.495, 3.049, -5.682], [-2.351, 1.352, -2.633], [0.219, -2.317, 2.657], [3.561, 3.084, -4.371], [-2.885, 4.066, -3.657], [2.288, -3.632, 2.172], [3.364, -4.007, 4.520], [2.931, 5.258, -2.552], [-0.252, 4.890, -3.692], [-1.882, -0.102, 0.640], [1.151, 4.725, -4.017], [2.263, -6.766, 5.150], [1.450, 4.805, -1.653], [-4.126, 1.933, -1.022], [1.854, 5.632, -4.900], [1.884, -4.460, 5.419]]}

{"formula": "C16H28Cl10O6", "method": "ωB97M-V with the def2-TZVPD basis set", "smiles": "O=C1OCCO1.O=C1OCCO1.ClCCCl.ClCCCl.ClCCCl.ClCCCl.ClCCCl", "e_lumo_ev": 0.4, "max_force_ev_per_a": 6.344, "e_homo_ha": -0.3908, "molar_mass_g_mol": 670.92, "relative_energy_kj_mol": 85.99, "symbols": ["H", "Cl", "O", "Cl", "H", "H", "H", "C", "H", "C", "O", "C", "H", "C", "H", "C", "C", "Cl", "C", "H", "C", "Cl", "Cl", "C", "O", "H", "C", "H", "H", "H", "C", "H", "H", "Cl", "H", "H", "C", "H", "Cl", "O", "C", "O", "H", "H", "H", "H", "H", "H", "H", "Cl", "C", "H", "C", "O", "H", "H", "H", "C", "Cl", "Cl"], "positions_angstrom": [[-0.428, 1.011, 0.951], [3.779, -4.147, 4.865], [1.639, 0.782, 0.902], [0.362, -1.425, 4.121], [1.920, -5.772, -2.449], [2.533, 4.149, -1.464], [1.056, -6.343, -1.119], [-2.379, -0.389, -3.732], [-0.561, 2.537, 2.865], [1.346, -5.407, -1.597], [-1.356, -0.593, -4.405], [-0.572, 3.301, 3.642], [-2.656, -2.009, 2.068], [-3.184, -1.994, 1.114], [1.561, -3.603, 5.584], [2.068, 1.194, -0.218], [2.089, -1.943, 4.158], [0.759, 4.596, -4.652], [1.740, 5.063, -3.285], [0.174, -0.606, 1.339], [-1.511, 1.717, -4.320], [-2.291, -2.767, -0.076], [0.159, 4.178, -1.182], [0.313, -0.268, -0.658], [-3.258, -1.167, -3.553], [3.096, -4.813, -0.411], [1.740, 3.982, -2.193], [-1.717, 2.197, -5.276], [2.798, 5.203, -3.505], [-2.641, 2.893, 4.066], [-0.514, 0.581, -4.561], [-0.158, 0.712, -5.583], [1.727, -4.009, 3.845], [-0.009, -4.535, -2.302], [1.390, 6.055, -2.997], [-0.545, -0.122, -1.315], [0.335, 0.271, 0.712], [0.580, -1.323, -0.616], [-1.413, 1.388, 5.357], [1.353, 0.620, -1.157], [-3.923, -0.789, 0.491], [3.063, 1.964, -0.385], [2.508, -1.804, 3.162], [1.831, 2.934, -2.477], [-1.695, 3.694, 5.387], [-4.689, -0.453, 1.190], [2.751, -1.243, 4.668], [-4.547, -1.095, -0.349], [0.282, 0.477, -3.823], [-0.878, 4.961, 2.858], [2.125, -3.419, 4.670], [2.369, -3.520, -1.285], [-1.700, 2.924, 4.615], [-2.597, 1.005, -3.676], [-4.046, -2.607, 1.378], [0.423, 3.318, 4.087], [-0.994, 2.343, -3.593], [2.127, -4.390, -0.675], [-2.854, 0.504, 0.070], [1.117, -4.000, 0.722]]}

{"formula": "C16H28ClFeN4O4", "method": "ωB97M-V with the def2-TZVPD basis set", "spin_multiplicity": 7, "e_lumo_ev": [-10.2, -15.0], "max_force_ev_per_a": 7.251, "charge": 3, "e_homo_ha": [-0.6643, -0.6582], "molar_mass_g_mol": 431.72, "symbols": ["O", "C", "H", "H", "C", "H", "C", "C", "H", "H", "N", "C", "H", "C", "H", "H", "Cl", "C", "H", "O", "O", "H", "H", "H", "H", "H", "N", "C", "C", "H", "H", "H", "H", "C", "H", "H", "C", "H", "H", "C", "C", "C", "Fe", "H", "H", "H", "N", "C", "H", "H", "O", "C", "N", "H"], "positions_angstrom": [[-0.850, -0.592, 1.448], [-2.874, 1.534, -2.706], [6.196, -4.192, 1.854], [-1.015, 2.614, -3.217], [6.207, -3.104, 1.908], [-1.503, 2.813, -1.501], [0.106, 4.068, 2.111], [5.607, -2.757, 3.210], [-3.404, -2.498, -4.249], [0.415, 6.180, 2.724], [-4.141, -1.719, -1.412], [-4.010, 1.592, -1.716], [-2.384, 0.561, -2.670], [-1.783, -4.337, -2.249], [-4.791, 0.873, -1.961], [-0.663, -2.877, -3.173], [-0.053, -0.597, 0.263], [4.089, -3.177, 0.570], [6.038, -2.735, -0.319], [0.228, 0.781, 0.012], [1.131, -1.411, 0.433], [-1.045, -5.133, -2.346], [-2.719, -4.894, -2.304], [1.976, 4.524, 4.109], [-2.200, -1.247, -3.882], [-2.325, 3.673, -2.804], [-3.416, 0.974, 0.743], [-1.853, 2.730, -2.530], [-3.459, -1.951, -2.315], [1.111, 3.655, 2.023], [0.498, 4.015, 4.951], [-0.245, 4.370, 1.124], [1.138, 5.682, 4.980], [5.495, -2.532, 0.604], [7.251, -2.802, 2.001], [5.449, -1.448, 0.707], [0.112, 5.221, 3.144], [-3.393, 1.591, -3.663], [4.159, -4.218, 0.254], [0.953, 4.808, 4.357], [-1.642, -3.297, -3.405], [-0.743, 2.951, 2.469], [-2.579, 0.240, 2.539], [-4.402, 2.607, -1.646], [3.417, -2.626, -0.089], [-1.690, -3.876, -1.266], [-1.421, 2.009, 2.632], [-2.627, -2.193, -3.548], [-1.562, -3.789, -4.374], [-0.875, 5.430, 3.555], [-0.937, -1.050, -0.800], [-3.683, 1.238, -0.337], [5.099, -2.494, 4.210], [3.609, -3.188, 1.549]]}

{"formula": "C16H28F5NO9P2TeZr", "method": "ωB97M-V with the def2-TZVPD basis set", "e_lumo_ev": -8.2, "max_force_ev_per_a": 8.624, "charge": 2, "e_homo_ha": -0.5787, "molar_mass_g_mol": 754.16, "relative_energy_kj_mol": 415.05, "symbols": ["F", "H", "H", "C", "H", "H", "C", "Te", "C", "C", "F", "H", "C", "H", "C", "H", "C", "H", "H", "H", "C", "H", "O", "O", "O", "H", "O", "Zr", "H", "H", "H", "O", "C", "C", "H", "F", "O", "H", "P", "O", "H", "F", "H", "C", "C", "H", "C", "O", "H", "H", "H", "N", "H", "H", "H", "H", "C", "F", "C", "O", "H", "P", "C"], "positions_angstrom": [[0.189, 3.963, 0.014], [3.288, 2.133, -1.881], [-3.662, 1.116, 4.159], [2.277, 1.214, 4.680], [-4.241, -2.187, 0.463], [-3.203, -4.517, 1.623], [-0.414, 1.074, 4.212], [-0.103, 2.213, -0.675], [2.347, 2.969, -3.649], [-1.027, -0.156, -4.290], [-2.031, 2.415, -0.850], [1.353, 3.139, -4.054], [-2.392, -3.913, 2.013], [2.938, 2.425, -4.386], [2.172, -1.539, -1.001], [-1.896, -0.817, -4.261], [1.758, 0.711, 3.486], [1.580, 2.628, -1.614], [-2.125, -3.952, -1.169], [2.511, -1.460, -3.125], [2.491, 0.067, 2.289], [-0.578, 1.951, -4.298], [-1.979, 0.222, 2.687], [3.619, 0.347, 1.982], [-0.740, -1.846, 1.468], [-0.525, -4.134, -0.438], [1.177, 1.405, 0.357], [-0.057, 0.017, 1.236], [-2.122, 1.519, -5.005], [1.722, -2.947, -2.570], [-3.243, -1.188, -0.589], [-2.764, 1.263, 4.509], [2.305, 2.177, -2.362], [-1.436, 1.293, -4.192], [3.442, -2.684, -2.265], [-0.980, 2.055, 1.290], [-0.197, -0.593, -3.180], [2.930, -0.794, -0.736], [-1.894, -2.630, 0.837], [1.707, -0.775, 1.689], [-3.420, -0.760, 1.120], [-1.289, 0.136, -0.329], [3.346, 1.252, 4.829], [1.388, 1.648, 5.657], [0.012, 1.583, 5.432], [-1.534, -4.547, 2.221], [-1.811, 0.832, 3.745], [0.848, -0.871, -1.019], [-1.943, 1.496, -3.246], [2.815, 3.932, -3.464], [-0.699, 1.907, 6.176], [0.448, 0.654, 3.282], [1.756, 2.020, 6.603], [2.074, -2.259, -0.182], [-0.910, -2.671, -1.374], [-0.456, -0.351, -5.199], [2.471, -2.198, -2.326], [-0.361, 3.391, -2.297], [-3.336, -1.589, 0.419], [1.892, 0.831, -2.605], [-2.704, -3.442, 2.940], [0.524, 0.243, -2.094], [-1.307, -3.422, -0.691]]}

{"formula": "C16H28KN6SbSe4", "method": "ωB97M-V with the def2-TZVPD basis set", "e_lumo_ev": 3.6, "max_force_ev_per_a": 4.413, "charge": -2, "e_homo_ha": -0.0212, "molar_mass_g_mol": 781.14, "relative_energy_kj_mol": 140.77, "symbols": ["H", "C", "H", "H", "C", "H", "C", "H", "Se", "H", "N", "H", "H", "Se", "C", "N", "H", "H", "K", "H", "H", "Sb", "C", "C", "Se", "C", "C", "H", "H", "C", "C", "H", "H", "H", "H", "C", "H", "N", "C", "H", "C", "H", "H", "N", "C", "N", "N", "H", "C", "H", "H", "Se", "H", "H", "C", "H"], "positions_angstrom": [[-3.450, -1.633, -12.715], [-2.475, -0.179, -18.758], [-6.045, -5.107, -14.516], [-5.580, -0.742, -19.827], [-4.522, -1.008, -19.984], [-2.712, 0.729, -21.516], [-3.355, 0.991, -20.710], [-0.443, -1.795, -20.726], [-0.450, -7.149, -19.099], [-0.198, 0.509, -17.656], [-1.280, -0.330, -19.357], [-3.445, -4.647, -15.632], [0.636, -0.840, -18.520], [-1.112, -4.469, -22.405], [-4.486, 1.541, -17.489], [-3.594, -3.143, -14.102], [-4.377, -1.910, -19.350], [-2.046, -1.850, -13.706], [-1.327, -2.801, -16.941], [-4.394, -1.544, -21.021], [0.513, 0.746, -19.268], [-0.974, -4.943, -19.973], [-6.247, -4.037, -14.577], [-3.083, -4.434, -14.542], [0.883, -3.429, -19.108], [-4.565, -0.404, -16.107], [-1.218, -0.951, -20.701], [-3.453, -5.236, -13.997], [-5.148, -2.431, -17.298], [-5.952, -2.976, -16.784], [-5.777, 1.925, -17.115], [-7.459, -3.894, -14.921], [-2.003, -4.475, -14.327], [-4.337, 1.098, -21.291], [-0.749, -0.247, -21.468], [-6.442, 1.170, -16.182], [-2.976, 1.864, -20.161], [-2.615, -0.107, -17.479], [-4.346, -2.530, -15.075], [-3.972, 2.108, -18.245], [-5.872, 0.009, -15.663], [-6.453, -0.485, -14.815], [-2.110, -1.428, -20.938], [-5.462, -3.212, -15.469], [-2.818, -2.413, -13.171], [-3.900, -1.406, -15.409], [-3.551, -0.001, -19.681], [-6.247, -3.679, -13.507], [-0.020, 0.034, -18.660], [-6.088, 2.813, -17.478], [-6.876, -2.360, -16.859], [-3.136, -4.248, -18.926], [-2.487, -3.101, -12.361], [-7.382, 1.646, -15.834], [-3.916, 0.357, -17.044], [-6.135, -3.949, -17.289]]}

{"formula": "C16H28N2", "method": "ωB97M-V with the def2-TZVPD basis set", "smiles": "CN1CCCN([C@H]2[C@@H]3C[C@H]4C[C@@H](C3)C[C@@H]2C4)CC1", "e_lumo_ev": 0.8, "max_force_ev_per_a": 0.302, "e_homo_ha": -0.2993, "molar_mass_g_mol": 248.41, "relative_energy_kj_mol": 0.00, "symbols": ["H", "H", "H", "H", "C", "H", "C", "H", "H", "H", "H", "C", "C", "H", "H", "H", "C", "H", "H", "H", "H", "N", "C", "H", "H", "C", "H", "H", "H", "C", "H", "C", "C", "H", "H", "C", "C", "N", "H", "C", "H", "C", "C", "C", "H", "H"], "positions_angstrom": [[0.816, 0.744, -0.454], [0.487, 2.055, 2.957], [-1.744, -0.733, 1.903], [2.088, -0.994, 0.098], [-2.564, 1.147, 0.140], [2.135, -2.954, -3.096], [-0.062, 0.565, 1.503], [-1.063, -0.308, -2.354], [0.679, -3.435, -2.235], [0.690, -0.129, 1.890], [-1.316, 0.343, 3.242], [-0.771, 2.868, -0.134], [0.379, 1.982, 1.872], [4.172, -2.677, -0.298], [-1.504, 3.585, -0.513], [4.059, -3.120, -2.004], [3.648, -2.472, -1.231], [-0.068, -1.994, 1.276], [-2.749, 3.421, 1.673], [3.843, -1.423, -1.510], [2.137, -2.522, 0.985], [2.245, -2.768, -1.050], [-0.158, 0.432, -0.027], [-1.933, 2.795, 3.109], [-1.131, -2.039, -2.063], [1.722, -2.035, 0.094], [1.353, 2.200, 1.426], [-0.333, 4.006, 1.646], [-3.417, 1.069, 2.120], [-1.213, 1.451, -0.502], [-0.212, -2.950, -0.184], [0.189, -2.017, 0.216], [1.470, -2.675, -2.276], [0.660, -1.246, -3.660], [1.503, -0.508, -2.302], [-2.447, 1.281, 1.656], [0.825, -1.316, -2.582], [-0.505, -0.928, -0.450], [-1.315, 1.411, -1.590], [-2.008, 2.698, 2.023], [0.190, 3.093, -0.603], [-0.533, -1.137, -1.885], [-1.414, 0.275, 2.155], [-0.653, 2.992, 1.381], [-3.318, 1.838, -0.242], [-2.862, 0.130, -0.119]]}

{"formula": "C16H28N2O3P2Yb", "method": "ωB97M-V with the def2-TZVPD basis set", "spin_multiplicity": 3, "e_lumo_ev": [-6.3, -6.7], "max_force_ev_per_a": 1.639, "charge": 2, "e_homo_ha": [-0.4079, -0.5654], "molar_mass_g_mol": 531.40, "symbols": ["C", "H", "C", "C", "C", "C", "H", "H", "H", "H", "H", "H", "P", "H", "P", "H", "H", "H", "H", "H", "C", "N", "C", "C", "H", "C", "H", "C", "N", "H", "H", "C", "O", "H", "H", "H", "O", "H", "C", "H", "H", "H", "O", "C", "H", "H", "C", "H", "C", "H", "C", "Yb"], "positions_angstrom": [[2.359, -2.756, 0.958], [3.011, -2.353, -1.647], [-1.311, -2.109, -3.396], [1.030, -2.437, -3.283], [-3.888, 0.859, 0.127], [0.115, -0.427, 3.308], [4.798, -1.221, 0.401], [-3.040, -1.473, -1.125], [-3.070, -1.280, 2.741], [-1.422, 6.130, -0.695], [-2.456, 3.067, -1.730], [-3.192, -0.509, -2.628], [-2.343, 0.831, -0.825], [-3.341, -0.052, 4.982], [2.340, -1.066, 0.270], [1.050, -0.573, 2.760], [2.963, -0.581, -2.012], [1.972, -2.868, -3.611], [1.478, -3.318, 0.629], [4.051, -0.207, 1.683], [-1.222, -1.293, -2.276], [-1.024, -0.863, 2.700], [2.427, -1.422, -1.523], [-1.273, 0.537, 5.000], [-2.301, -2.277, -3.813], [4.020, -0.480, 0.622], [-4.778, 0.891, -0.512], [-2.608, 2.061, -2.141], [-0.046, -1.015, -1.662], [-3.859, 1.742, 0.776], [-1.369, 1.171, 5.872], [-0.170, -2.687, -3.926], [-0.910, -1.339, 1.434], [-3.941, -0.004, 0.802], [-0.217, -3.317, -4.807], [-3.597, 1.973, -2.611], [2.070, 3.302, -2.813], [1.624, 4.023, -2.303], [-2.535, -0.728, -1.767], [2.425, 3.794, -3.579], [0.885, 0.841, 4.817], [3.273, -3.297, 0.673], [-1.041, 5.254, -0.895], [-0.012, 0.350, 4.439], [4.202, 0.446, 0.066], [2.278, -2.699, 2.050], [-2.384, -0.112, 4.478], [-1.827, 1.942, -2.904], [-2.254, -0.817, 3.290], [-1.197, 4.732, -0.079], [1.063, -1.612, -2.165], [0.024, 0.356, 0.411]]}

{"formula": "C16H28N2O7S3", "method": "ωB97M-V with the def2-TZVPD basis set", "e_lumo_ev": -1.0, "max_force_ev_per_a": 4.214, "e_homo_ha": -0.3198, "molar_mass_g_mol": 456.61, "relative_energy_kj_mol": 0.00, "symbols": ["H", "H", "C", "O", "H", "H", "O", "C", "H", "H", "H", "C", "H", "O", "S", "C", "H", "H", "C", "H", "H", "C", "C", "O", "C", "H", "H", "C", "H", "N", "C", "O", "H", "C", "H", "H", "H", "C", "C", "N", "O", "H", "C", "H", "S", "C", "S", "H", "C", "H", "H", "H", "H", "H", "O", "H"], "positions_angstrom": [[5.335, -1.606, -0.895], [-0.208, -1.413, 0.974], [4.239, -1.629, -1.128], [-0.084, -0.400, 3.553], [-0.858, 1.137, 5.593], [-6.740, -1.277, 0.714], [1.704, 0.329, 1.995], [4.101, 2.094, -2.026], [3.896, 1.555, -3.004], [-0.547, 0.126, 0.113], [0.500, 1.975, 4.858], [0.638, -0.187, 4.771], [3.753, 3.420, 1.254], [-4.935, -1.077, -3.055], [-0.317, -0.124, -1.861], [3.505, -0.352, -1.171], [5.089, 2.623, -2.177], [2.166, 2.492, 0.176], [-3.437, -2.873, -1.918], [1.956, 2.822, -2.346], [-2.673, -2.763, -2.686], [2.194, -3.040, -1.674], [2.037, -0.456, -1.442], [-5.413, -1.804, -0.737], [-7.281, -0.267, -1.095], [1.747, 4.222, -0.299], [0.407, -1.029, 5.424], [3.612, -2.982, -1.373], [-7.960, 0.419, -0.586], [-0.011, -1.770, -1.953], [0.224, 1.105, 5.454], [3.688, 3.945, 0.438], [4.211, -3.928, -1.353], [2.908, 3.101, -1.804], [1.715, -0.206, 4.584], [-1.668, -0.453, 1.387], [-7.858, -1.085, -1.530], [4.301, 0.980, -0.924], [1.359, -1.802, -1.702], [1.128, 0.598, -1.490], [-3.440, -0.368, -1.174], [1.705, -4.022, -1.895], [2.562, 3.440, -0.308], [0.711, 1.197, 6.427], [0.302, 0.491, 2.269], [-6.239, -0.801, -0.130], [-4.299, -1.337, -1.797], [-2.976, -3.099, -0.959], [-0.627, -0.412, 1.070], [-5.623, 0.007, 0.272], [5.394, 0.678, -0.975], [4.131, 1.309, 0.135], [-6.816, 0.275, -1.920], [-4.144, -3.651, -2.204], [-0.288, 1.790, 2.413], [3.224, 4.083, -2.283]]}